DFT (ωB97M-V/def2-TZVPD) results for a structure of composition C17H14BiN5O6S.

Element x y z (Å)
Bi 0.594 0.811 -0.977
O -0.649 7.410 1.527
C 0.450 6.848 1.648
O 1.583 7.241 1.969
C 0.437 5.358 1.199
C 1.508 4.518 1.486
C 1.526 3.235 0.993
N 0.530 2.775 0.205
C -0.526 3.574 -0.057
C -0.615 4.849 0.444
C -1.579 2.952 -0.939
O -2.769 3.193 -0.737
O -1.136 2.131 -1.823
H 2.325 4.907 2.078
H 2.330 2.545 1.206
H -1.482 5.465 0.246
O 1.945 0.304 0.762
N 2.332 -0.896 1.066
N 1.948 -1.791 0.270
O 1.191 -1.572 -0.767
C 2.370 -3.154 0.541
C 3.561 -3.390 1.207
C 3.939 -4.701 1.448
C 3.137 -5.752 1.022
C 1.950 -5.492 0.353
C 1.560 -4.184 0.105
H 4.173 -2.559 1.527
H 4.869 -4.901 1.962
H 3.440 -6.774 1.210
H 1.322 -6.308 0.021
H 0.642 -3.959 -0.417
C -2.220 -2.595 -1.432
N -2.960 -1.338 -1.470
C -4.085 -1.104 -2.236
C -4.487 0.159 -1.970
N -3.623 0.666 -1.034
C -2.680 -0.235 -0.751
S -1.416 -0.070 0.429
H -2.242 -3.041 -2.423
H -2.674 -3.278 -0.715
H -1.193 -2.401 -1.139
H -4.499 -1.852 -2.890
H -5.310 0.729 -2.363
H -3.519 1.676 -0.783

Values from the calculation:
* charge: 0
* Kohn-Sham gap: 6.36 eV
* LUMO energy: -1.27 eV
* HOMO level: -7.639 eV

DFT (ωB97M-V/def2-TZVPD) results for a structure of composition C17H14BrClO2Tl.

Element x y z (Å)
C 0.246 2.671 0.847
C -0.738 1.882 1.510
C -0.081 0.982 2.397
H -1.816 1.927 1.336
C 1.322 1.242 2.318
C 1.534 2.275 1.354
H 2.490 2.731 1.099
H 0.062 3.438 0.093
H -0.561 0.243 3.044
H 2.100 0.734 2.885
Tl 1.417 -0.009 -1.178
Br -0.219 1.557 -2.735
C 2.920 1.474 -4.840
C 3.895 2.248 -4.155
C 3.364 3.565 -3.979
H 4.872 1.916 -3.839
C 2.070 3.594 -4.561
C 1.800 2.308 -5.106
H 0.900 2.015 -5.631
H 3.010 0.436 -5.124
H 3.865 4.393 -3.501
H 1.397 4.438 -4.575
Cl -3.235 -6.007 4.548
C -2.843 -4.708 3.510
C -3.849 -4.040 2.804
C -3.546 -2.980 1.937
C -2.202 -2.582 1.700
C -1.202 -3.258 2.427
C -1.518 -4.312 3.297
C -1.840 -1.422 0.746
O -2.817 -0.738 0.383
O -0.612 -1.334 0.438
H -4.884 -4.338 2.937
H -4.397 -2.503 1.453
H -0.146 -2.980 2.313
H -0.756 -4.858 3.847

Values from the calculation:
* charge: -1
* Kohn-Sham gap (spin up / spin down): 6.03 / 6.02 eV
* LUMO energy (spin up / spin down): 0.71 / 0.81 eV
* HOMO level (spin up / spin down): -5.320 / -5.211 eV

DFT (ωB97M-V/def2-TZVPD) results for a structure of composition C17H14Cl2O2Ru.

Element x y z (Å)
C 2.661 -1.057 -1.343
C 1.339 -1.053 -1.933
C 0.420 -1.548 -0.956
H 1.095 -0.793 -2.961
C 1.141 -1.899 0.232
C 2.543 -1.691 -0.031
H 3.331 -1.953 0.675
H 3.583 -0.691 -1.801
H -0.653 -1.652 -1.083
H 0.730 -2.245 1.184
Ru 1.629 0.303 -0.058
Cl 1.258 1.910 -1.493
C -2.349 1.123 0.330
C -2.648 -0.023 1.152
C -3.184 -1.058 0.322
H -2.500 -0.112 2.222
C -3.206 -0.548 -1.012
C -2.780 0.816 -0.994
H -2.767 1.496 -1.846
H -1.770 2.013 0.609
H -3.477 -2.074 0.617
H -3.603 -1.086 -1.871
Cl 2.570 4.904 7.105
C 2.482 3.985 5.666
C 3.632 3.797 4.884
C 3.566 2.997 3.741
C 2.349 2.415 3.382
C 1.223 2.548 4.189
C 1.269 3.371 5.314
C 2.275 1.613 2.133
O 3.296 1.333 1.449
O 1.085 1.227 1.751
H 4.562 4.266 5.185
H 4.457 2.814 3.150
H 0.312 1.997 3.953
H 0.380 3.516 5.925

Values from the calculation:
* charge: -1
* Kohn-Sham gap (spin up / spin down): 4.28 / 4.83 eV
* LUMO energy (spin up / spin down): 2.59 / 0.88 eV
* HOMO level (spin up / spin down): -1.693 / -3.951 eV
* multiplicity: 6

DFT (ωB97M-V/def2-TZVPD) results for a structure of composition C17H14Cl5N2O6Ti.

Element x y z (Å)
Ti -0.403 -0.181 0.345
O 1.650 -1.040 0.136
C 1.859 -2.323 0.738
C 0.685 -3.150 0.268
N -0.568 -2.462 0.612
C -1.700 -2.899 -0.211
C -2.754 -1.794 -0.262
O -3.863 -2.014 -0.681
O -2.301 -0.622 0.113
C -0.889 -2.609 2.053
C -0.246 -1.512 2.909
O 0.143 -1.760 4.028
O -0.211 -0.355 2.315
H 2.174 -0.336 0.553
H 1.891 -2.231 1.825
H 2.799 -2.752 0.388
H 0.723 -4.158 0.694
H 0.736 -3.233 -0.819
H -2.147 -3.830 0.143
H -1.361 -3.057 -1.237
H -0.602 -3.596 2.421
H -1.967 -2.496 2.176
Cl 0.803 6.435 3.154
C 0.831 4.925 2.329
C -0.363 4.301 1.970
Cl -1.876 5.021 2.349
C -0.326 3.088 1.304
Cl -1.765 2.240 0.850
C 0.876 2.460 0.963
O 0.890 1.329 0.309
C 2.063 3.097 1.346
Cl 3.546 2.298 0.966
C 2.044 4.312 2.016
Cl 3.525 5.061 2.466
C -0.317 0.543 -4.672
C -1.524 0.324 -4.030
C -1.525 0.093 -2.666
N -0.402 0.066 -1.936
C 0.761 0.291 -2.562
C 0.847 0.529 -3.920
H -0.284 0.728 -5.737
H -2.461 0.334 -4.567
H -2.450 -0.064 -2.128
H 1.644 0.291 -1.939
H 1.813 0.707 -4.372

Values from the calculation:
* charge: 0
* Kohn-Sham gap (spin up / spin down): 8.18 / 8.31 eV
* LUMO energy (spin up / spin down): -0.06 / -0.19 eV
* HOMO level (spin up / spin down): -8.247 / -8.508 eV
* multiplicity: 2

DFT (ωB97M-V/def2-TZVPD) results for the ion C17H14F3N2O6S with charge -1.

Element x y z (Å)
C 2.739 3.806 4.171
C 2.006 3.346 2.941
C 2.758 3.030 1.797
C 2.151 2.482 0.673
C 0.751 2.310 0.624
C 0.049 1.761 -0.610
S -1.441 2.858 -0.946
C -1.192 3.261 -2.820
F -2.379 3.674 -3.304
F -0.216 4.169 -3.083
F -0.801 2.109 -3.451
O -2.637 2.062 -0.822
O -1.317 4.245 -0.522
C 0.003 2.538 1.793
C 0.625 3.076 2.925
H 2.050 3.874 5.008
H 3.475 3.049 4.458
H 3.257 4.757 3.991
H 3.858 3.186 1.812
H 2.740 2.205 -0.232
H 0.753 2.065 -1.520
H -1.084 2.308 1.826
H 0.050 3.282 3.846
O 5.321 -3.317 -0.976
N 4.498 -3.178 -0.053
O 4.803 -3.516 1.107
C 3.245 -2.529 -0.294
C 2.447 -2.098 0.794
C 1.405 -1.202 0.601
C 1.093 -0.696 -0.687
C -0.174 0.146 -0.908
C -0.910 -0.189 -2.168
N -2.232 -0.552 -2.174
O -2.907 -0.650 -3.256
O -2.749 -0.725 -1.017
C 1.904 -1.100 -1.760
C 2.982 -1.966 -1.560
H 2.696 -2.448 1.800
H 0.747 -0.947 1.465
H -0.880 0.079 -0.015
H -0.427 -0.065 -3.150
H 1.642 -0.817 -2.807
H 3.673 -2.206 -2.363

Values from the calculation:
* charge: -1
* Kohn-Sham gap: 5.20 eV
* LUMO energy: 1.31 eV
* HOMO level: -3.890 eV
* SMILES string: Cc1ccc([C@@H]([C@@H](C=[N+]([O-])[O-])c2ccc([N+](=O)[O-])cc2)S(=O)(=O)C(F)(F)F)cc1

DFT (ωB97M-V/def2-TZVPD) results for a structure of composition C17H14F5N2O5STe2V.

Element x y z (Å)
V -1.156 0.310 -1.132
O -3.995 -1.400 -2.597
C -2.931 -1.462 -2.036
O -1.797 -0.983 -2.515
C -2.703 -2.043 -0.607
O -3.316 -2.991 -0.173
O -1.744 -1.393 -0.001
C 2.737 -0.726 -0.480
Te 1.133 -1.112 -1.852
C 0.923 -2.971 -0.823
C 2.038 -3.045 0.187
C 2.191 -4.181 0.981
C 3.202 -4.256 1.923
C 4.080 -3.189 2.079
C 3.934 -2.059 1.294
C 2.914 -1.975 0.346
H 2.462 0.118 0.153
H 3.638 -0.469 -1.033
H 0.982 -3.780 -1.549
H -0.062 -2.997 -0.359
H 1.503 -5.009 0.856
H 3.309 -5.144 2.533
H 4.876 -3.240 2.811
H 4.613 -1.223 1.414
N 0.365 -0.761 1.677
C 0.108 0.564 1.700
N -0.552 1.189 0.764
C -0.686 2.551 1.046
C -1.408 3.473 0.293
C -1.423 4.790 0.712
C -0.740 5.200 1.859
C -0.037 4.286 2.625
C -0.030 2.964 2.208
S 0.703 1.585 2.990
H -0.338 -1.314 1.158
H 0.737 -1.173 2.516
H -1.948 3.147 -0.584
H -1.984 5.515 0.136
H -0.772 6.239 2.162
H 0.478 4.592 3.526
F -2.129 2.969 -4.708
Te -2.990 1.602 -3.763
F -4.546 1.662 -4.802
F -3.764 3.133 -2.826
F -2.910 0.902 -0.853
F -2.264 0.536 -5.212
O -0.702 1.570 -2.049

Values from the calculation:
* charge: -1
* Kohn-Sham gap (spin up / spin down): 8.03 / 8.03 eV
* LUMO energy (spin up / spin down): 1.91 / 1.91 eV
* HOMO level (spin up / spin down): -6.114 / -6.116 eV
* multiplicity: 2

DFT (ωB97M-V/def2-TZVPD) results for an isolated molecule of C17H14FNO4.

Element x y z (Å)
C 3.714 -1.051 -6.571
C 3.380 -1.216 -5.103
O 4.130 -1.720 -4.303
N 2.136 -0.728 -4.802
C 1.474 -0.693 -3.576
C 2.047 -1.156 -2.392
C 1.337 -1.090 -1.211
C 0.047 -0.566 -1.187
C -0.523 -0.100 -2.371
C 0.181 -0.162 -3.552
H -0.264 0.201 -4.468
H -1.522 0.308 -2.340
C -0.743 -0.472 0.054
O -1.862 -0.022 0.128
O -0.096 -0.982 1.123
C -0.761 -0.807 2.356
C -0.761 0.672 2.752
O -0.114 1.478 2.132
C -1.598 1.046 3.916
C -2.172 0.115 4.783
C -2.939 0.538 5.851
C -3.135 1.896 6.042
C -2.579 2.843 5.200
C -1.808 2.408 4.141
H -1.355 3.114 3.461
H -2.752 3.892 5.380
F -3.887 2.303 7.080
H -3.387 -0.166 6.534
H -2.015 -0.942 4.640
H -0.204 -1.396 3.087
H -1.796 -1.163 2.279
H 1.783 -1.444 -0.296
H 3.044 -1.563 -2.410
H 1.607 -0.338 -5.571
H 4.705 -1.452 -6.758
H 3.698 0.002 -6.844
H 2.991 -1.585 -7.184

Values from the calculation:
* charge: 0
* Kohn-Sham gap: 8.98 eV
* LUMO energy: 0.23 eV
* HOMO level: -8.747 eV
* SMILES string: CC(=O)Nc1ccc(C(=O)OCC(=O)c2ccc(F)cc2)cc1

DFT (ωB97M-V/def2-TZVPD) results for a structure of composition C17H14FeN3O3.

Element x y z (Å)
C 1.371 2.779 -2.971
N 1.095 2.421 -1.603
N 0.713 1.170 -1.362
N 0.680 1.047 -0.038
C 0.964 2.242 0.589
C 1.302 3.125 -0.403
C 1.731 4.416 -0.057
C 1.732 4.750 1.309
C 1.320 3.843 2.300
C 0.923 2.549 1.947
H 1.698 3.817 -3.033
H 2.145 2.115 -3.376
H 0.488 2.630 -3.598
H 2.056 5.080 -0.853
H 2.057 5.740 1.638
H 1.312 4.140 3.351
H 0.576 1.792 2.646
O -3.402 -6.230 -0.360
C -2.680 -5.315 -0.353
Fe -2.070 -3.804 0.172
C -3.608 -3.028 0.572
O -4.585 -2.559 0.993
C -1.870 -4.182 1.866
O -1.974 -4.446 2.995
C 0.195 -0.126 0.583
C 1.172 -1.269 0.569
C 0.955 -2.593 0.393
C -0.062 -3.346 -0.308
C -0.948 -2.701 -1.254
C -1.341 -1.323 -1.089
C -1.118 -0.476 -0.066
H -0.002 0.193 1.610
H 2.174 -0.964 0.890
H 1.759 -3.241 0.762
H 0.227 -4.411 -0.477
H -1.058 -3.107 -2.278
H -2.010 -0.973 -1.884
H -1.916 0.246 0.178

Values from the calculation:
* charge: +1
* Kohn-Sham gap (spin up / spin down): 4.61 / 5.62 eV
* LUMO energy (spin up / spin down): -4.09 / -5.21 eV
* HOMO level (spin up / spin down): -8.703 / -10.834 eV
* multiplicity: 5

DFT (ωB97M-V/def2-TZVPD) results for a structure of composition C17H14HfN6O6S2.

Element x y z (Å)
Hf 1.579 -0.560 0.063
S 1.069 -4.644 -1.965
C 1.891 -3.706 -3.127
C 2.212 -2.467 -2.660
C 1.785 -2.233 -1.316
C 1.144 -3.358 -0.840
C 0.593 -3.444 0.509
C -0.059 -4.544 1.052
C -0.544 -4.474 2.344
C -0.396 -3.302 3.081
C 0.246 -2.243 2.484
N 0.750 -2.310 1.237
H 2.096 -4.123 -4.100
H 2.733 -1.742 -3.269
H -0.187 -5.446 0.469
H -1.048 -5.327 2.778
H -0.778 -3.212 4.086
H 0.349 -1.299 3.006
N 2.297 0.452 2.183
N 3.205 1.521 2.038
C 3.973 1.631 0.940
N 4.889 2.576 0.915
S 3.811 0.592 -0.409
H 1.415 0.832 2.532
H 2.665 -0.200 2.879
H 3.389 2.077 2.863
H 5.057 3.198 1.693
H 5.463 2.695 0.093
O -0.255 0.404 0.746
C -0.475 0.868 -0.435
O 0.427 0.572 -1.296
C -1.647 1.659 -0.773
C -1.753 2.228 -2.041
C -2.879 2.970 -2.324
C -3.906 3.155 -1.414
C -3.762 2.565 -0.170
C -2.655 1.822 0.177
N -4.839 2.738 0.836
O -5.795 3.390 0.502
O -4.662 2.207 1.911
N -2.991 3.596 -3.668
O -3.990 4.233 -3.888
O -2.058 3.423 -4.420
H -0.987 2.105 -2.793
H -4.780 3.737 -1.671
H -2.592 1.388 1.164

Values from the calculation:
* charge: +2
* Kohn-Sham gap: 7.42 eV
* LUMO energy: -6.88 eV
* HOMO level: -14.306 eV

DFT (ωB97M-V/def2-TZVPD) results for a structure of composition C17H14HgN4OS.

Element x y z (Å)
Hg -1.592 -2.519 -1.487
N 2.533 -0.757 0.809
C 3.615 -0.778 -0.090
C 4.912 -0.873 0.374
C 5.994 -0.898 -0.492
C 5.767 -0.827 -1.858
C 4.468 -0.749 -2.336
C 3.397 -0.712 -1.459
S 1.753 -0.558 -2.133
N 0.761 -0.616 -0.763
C 1.202 -0.725 0.420
C 0.178 -0.795 1.524
C 0.499 -0.729 2.872
C -0.534 -0.803 3.804
C -1.838 -0.922 3.357
C -2.051 -0.966 1.980
N -1.070 -0.910 1.098
H 2.718 -1.090 1.738
H 5.077 -0.900 1.450
H 7.005 -0.960 -0.109
H 6.585 -0.816 -2.574
H 4.300 -0.701 -3.394
H 1.503 -0.577 3.220
H -0.321 -0.745 4.861
H -2.657 -0.968 4.043
H -3.048 -1.073 1.587
O -3.958 -0.642 -0.844
N -4.022 0.605 -1.108
C -4.010 1.508 -0.099
C -4.104 2.855 -0.351
C -4.216 3.321 -1.653
C -4.201 2.380 -2.659
C -4.112 1.043 -2.385
H -3.896 1.068 0.870
H -4.072 3.527 0.498
H -4.266 4.385 -1.873
H -4.267 2.650 -3.701
H -4.035 0.266 -3.138

Values from the calculation:
* charge: 0
* Kohn-Sham gap: 7.53 eV
* LUMO energy: 0.28 eV
* HOMO level: -7.259 eV

DFT (ωB97M-V/def2-TZVPD) results for a structure of composition C17H14N2.

Element x y z (Å)
C 2.693 -4.442 1.931
C 1.853 -3.219 2.164
C 0.452 -3.374 2.068
C -0.388 -2.299 2.155
C 0.147 -1.004 2.320
C -0.753 0.118 2.129
C -0.458 1.492 2.573
C -1.518 2.271 3.054
C -1.389 3.636 3.222
C -0.128 4.247 2.930
C 0.916 3.467 2.414
C 0.789 2.118 2.271
C 1.564 -0.865 2.522
C 2.392 -1.937 2.401
H 3.758 -4.181 1.734
H 2.675 -5.150 2.788
H 2.282 -4.986 1.053
H 0.032 -4.366 1.982
H -1.458 -2.410 2.170
H -1.833 -0.158 2.070
H -2.451 1.776 3.347
H -2.199 4.226 3.645
H -0.024 5.309 3.103
H 1.875 3.955 2.192
H 1.645 1.568 1.930
H 2.000 0.072 2.885
H 3.497 -1.842 2.565
C -0.953 0.308 0.230
C -1.900 1.360 -0.170
N -2.595 2.254 -0.493
C -1.383 -0.891 -0.479
N -1.655 -1.881 -1.063
H 0.127 0.635 -0.232

Values from the calculation:
* charge: 0
* Kohn-Sham gap: 8.59 eV
* LUMO energy: -0.31 eV
* HOMO level: -8.900 eV

DFT (ωB97M-V/def2-TZVPD) results for a structure of composition C17H14N2O7.

Element x y z (Å)
O 1.152 0.881 2.268
O -1.608 3.998 -0.799
O 2.812 -2.480 -6.644
O 4.492 -2.858 -5.259
O -4.570 -0.459 3.681
O -3.000 0.719 1.865
O -0.190 2.561 -1.925
C -0.097 0.983 2.197
C -0.660 3.229 -0.858
C -1.296 -1.119 5.188
C -2.699 -1.080 4.997
C -0.470 -0.415 4.288
C 1.509 -0.960 -4.704
C 3.159 -1.754 -3.125
C 0.810 -0.335 -3.643
C 2.488 -1.110 -2.061
C -3.221 -0.436 3.883
C -2.379 0.192 2.983
C -1.000 0.272 3.166
C 2.681 -1.700 -4.473
C 1.302 -0.369 -2.333
N -0.591 1.743 1.177
N 3.394 -2.365 -5.535
C 0.523 0.272 -1.177
C 0.166 2.523 0.179
C 0.684 1.794 -1.087
H -5.031 -1.148 4.218
H -3.965 0.506 1.938
H -0.893 -1.672 6.021
H -3.373 -1.559 5.700
H 0.603 -0.450 4.412
H 1.062 -0.882 -5.704
H 3.978 -2.434 -2.896
H -0.069 0.238 -3.860
H 2.902 -1.179 -1.045
H -1.594 1.772 1.122
H 0.903 -0.152 -0.243
H -0.521 0.013 -1.314
H 0.878 3.208 0.663
H 1.729 2.011 -1.262

Values from the calculation:
* charge: 0
* Kohn-Sham gap: 8.39 eV
* LUMO energy: -0.79 eV
* HOMO level: -9.177 eV

Listing max |F| for the structures above in their given order: 0.0084 0.0650 0.0716 0.0015 0.0835 0.0307 0.0094 0.1506 0.0191 0.0128 0.0719 0.0891 Eh/bohr.
Listing electronic energy for the structures above in their given order: -54264.5267 -109209.0097 -49576.1461 -118854.1592 -52102.8660 -95779.3927 -30254.7966 -62842.7696 -62041.9919 -40872.0598 -20833.8577 -35165.7237 eV.